(1)
Entry from the OMol25 dataset: the molecule C5H12N2O at a distorted geometry (the ωB97M-V functional and the def2-TZVPD basis).

The calculation puts the energy relative to the best compared isomer or geometry (same formula, charge and spin) at 2.4833 eV. As for the structure (SMILES): [H]/N=C\NCCCCO. The HOMO energy is -0.320 Eh. The calculation puts the molecular weight at 116.2 g/mol. For the orbital gap, the calculation gives 9.55 eV. The total charge is 0. As for the electronic energy: -382.4113 Eh.

Last column: Löwdin charge in e.
Cartesian coordinates (Å):
C1 0.05 -1.97 0.54  -0.21
O1 1.47 -2.29 0.58  -0.11
C2 -0.12 -1.51 -0.97  -0.18
C3 -0.71 -0.14 -1.25  -0.21
C4 0.25 1.00 -0.89  -0.20
N1 -0.41 3.18 1.86  0.07
C5 -0.60 2.18 1.11  -0.35
N2 0.34 1.34 0.54  -0.04
H1 -0.11 -1.20 1.28  0.09
H2 -0.59 -2.82 0.73  0.10
H3 1.71 -3.03 1.14  0.07
H4 -0.83 -2.23 -1.40  0.11
H5 0.83 -1.73 -1.41  0.10
H6 -0.79 -0.18 -2.30  0.09
H7 -1.70 -0.05 -0.76  0.12
H8 -0.18 1.96 -1.34  0.13
H9 1.24 0.82 -1.30  0.12
H10 0.50 3.31 2.28  0.03
H11 -1.58 2.08 0.57  0.12
H12 1.23 1.27 0.99  0.12


(2)
Entry from the OMol25 dataset: a cluster of 2 separate species, C5H12N2O in total at a distorted geometry (the ωB97M-V functional and the def2-TZVPD basis).

The calculation puts the energy relative to the best compared isomer or geometry (same formula, charge and spin) at 4.9233 eV. The HOMO energy is -0.275 Eh. The calculation puts the molecular weight at 116.2 g/mol. For the orbital gap, the calculation gives 8.22 eV. The total charge is 0. As for the electronic energy: -382.3216 Eh.

Last column: Löwdin charge in e.
Cartesian coordinates (Å):
C1 0.22 0.84 0.16  -0.47
C2 0.58 -0.33 -0.60  -0.25
C3 1.01 -1.64 0.03  -0.07
N1 -0.10 2.03 -0.46  0.16
N2 -0.03 0.78 1.51  0.16
C4 -1.29 -0.53 -0.84  -0.10
C5 -2.19 -0.96 0.03  -0.05
O1 2.32 0.67 0.11  -0.33
H1 2.46 1.53 -0.31  -0.03
H2 0.87 -0.16 -1.63  0.13
H3 -0.29 1.95 -1.45  0.11
H4 -0.80 2.56 0.03  0.11
H5 0.68 0.22 1.96  0.11
H6 -0.08 1.68 1.96  0.11
H7 -1.53 -0.43 -1.89  0.07
H8 0.55 -1.78 1.01  0.08
H9 0.69 -2.47 -0.59  0.08
H10 2.09 -1.60 0.16  0.08
H11 -3.18 -1.30 -0.28  0.05
H12 -1.97 -1.05 1.09  0.05